i:
Entry from the OMol25 dataset: C6H8N2 in the gas phase (wB97M-V/def2-TZVPD).

highest occupied orbital energy: -8.952 eV
frontier orbital gap: 8.8 eV
SMILES: C=CC(C=C)=NN=C
total charge: 0

Last column: natural (NBO) charge in e.
Element x y z (Å)
C (2.54, -1.16, -0.02)  -0.32
C (2.00, 0.06, -0.06)  -0.25
C (0.49, 0.17, -0.18)  0.21
C (0.01, 1.59, -0.19)  -0.27
C (-1.21, 2.08, 0.10)  -0.32
N (-0.22, -0.91, -0.18)  -0.31
N (-1.57, -0.78, -0.50)  -0.27
C (-2.29, -1.67, 0.10)  -0.09
H (1.91, -2.00, -0.20)  0.22
H (3.63, -1.33, 0.23)  0.20
H (2.53, 1.02, 0.06)  0.21
H (0.83, 2.31, -0.39)  0.20
H (-2.03, 1.39, 0.28)  0.22
H (-1.31, 3.14, 0.15)  0.20
H (-1.94, -2.28, 0.95)  0.18
H (-3.36, -1.62, -0.17)  0.18

ii:
Entry from the OMol25 dataset: C6H8N2 in the gas phase (wB97M-V/def2-TZVPD).

highest occupied orbital energy: -8.909 eV
frontier orbital gap: 9.8 eV
SMILES: C1=C[C@H]2NN=C[C@@H]2C1
total charge: 0

Last column: natural (NBO) charge in e.
Element x y z (Å)
C (2.16, 0.23, -0.16)  -0.18
C (1.24, 1.29, -0.17)  -0.21
C (0.01, 0.54, 0.41)  -0.13
N (-1.41, 1.04, 0.20)  -0.46
N (-2.27, -0.02, -0.18)  -0.18
C (-1.46, -1.05, 0.02)  0.00
C (0.03, -0.80, -0.19)  -0.30
C (1.58, -1.12, 0.14)  -0.42
H (3.24, 0.10, -0.19)  0.22
H (1.17, 2.49, -0.41)  0.26
H (-0.21, 0.30, 1.55)  0.20
H (-1.50, 1.45, -0.67)  0.34
H (-1.85, -2.03, -0.39)  0.19
H (0.10, -0.62, -1.29)  0.20
H (2.01, -1.96, -0.29)  0.22
H (1.44, -1.31, 1.25)  0.22

iii:
Entry from the OMol25 dataset: C6H8N2 in the gas phase (wB97M-V/def2-TZVPD).

highest occupied orbital energy: -9.585 eV
frontier orbital gap: 10.0 eV
SMILES: N#CC1=CCCNC1
total charge: 0

Last column: natural (NBO) charge in e.
Element x y z (Å)
N (1.41, 3.64, 0.05)  -0.31
C (0.97, 2.58, -0.13)  0.27
C (0.44, 1.23, -0.13)  -0.15
C (1.16, 0.21, -0.60)  -0.09
C (0.63, -1.13, -0.75)  -0.48
C (-0.59, -1.57, 0.15)  -0.21
N (-1.46, -0.38, 0.12)  -0.60
C (-0.78, 0.79, 0.75)  -0.24
H (2.13, 0.51, -1.00)  0.22
H (0.09, -1.08, -1.69)  0.24
H (1.41, -1.92, -0.94)  0.23
H (-0.47, -2.03, 1.23)  0.17
H (-1.02, -2.38, -0.36)  0.20
H (-2.18, -0.62, 0.89)  0.35
H (-1.42, 1.63, 0.73)  0.22
H (-0.34, 0.52, 1.66)  0.19

iv:
Entry from the OMol25 dataset: C6H8N2 in the gas phase (wB97M-V/def2-TZVPD).

highest occupied orbital energy: -11.990 eV
frontier orbital gap: 12.6 eV
SMILES: C[C@H](C#N)[C@@H](C)C#N
total charge: 0

Last column: natural (NBO) charge in e.
Element x y z (Å)
C (0.74, 1.68, -0.72)  -0.62
C (-0.14, 0.45, -0.56)  -0.23
C (-1.66, 0.97, -0.17)  0.24
N (-2.71, 1.44, 0.03)  -0.34
C (0.05, -0.46, 0.61)  -0.25
C (-0.69, -1.80, 0.54)  -0.62
C (1.67, -0.76, 0.45)  0.24
N (2.80, -1.02, 0.51)  -0.34
H (0.28, 2.37, -1.43)  0.24
H (0.88, 2.21, 0.23)  0.23
H (1.72, 1.40, -1.12)  0.24
H (-0.23, -0.09, -1.51)  0.25
H (-0.07, 0.02, 1.58)  0.26
H (-0.94, -2.07, -0.49)  0.22
H (-0.08, -2.61, 0.95)  0.24
H (-1.61, -1.74, 1.12)  0.24

Order from most stable to least stable according to the calculation: iv, iii, i, ii

i:
Entry from the OMol25 dataset: C6H17N2 as an isolated structure (wB97M-V/def2-TZVPD).

highest occupied orbital energy: -13.291 eV
frontier orbital gap: 5.7 eV
total charge: +1

Last column: natural (NBO) charge in e.
Element x y z (Å)
C (1.72, -1.45, 0.00)  -0.62
C (1.48, -0.04, -0.68)  -0.24
C (0.17, 0.88, -0.25)  -0.61
C (-0.23, 0.74, 1.17)  0.49
C (-1.53, 1.20, 1.71)  -0.61
C (-2.67, 0.68, 0.75)  -0.21
N (-2.43, -0.75, 0.33)  -0.76
N (2.28, -0.18, -2.07)  -0.66
H (0.97, -2.21, -0.30)  0.22
H (2.78, -1.75, -0.31)  0.28
H (1.76, -1.24, 1.10)  0.20
H (2.30, 0.53, -0.21)  0.22
H (0.26, 1.96, -0.37)  0.33
H (-0.53, 0.43, -1.00)  0.30
H (0.57, 0.47, 1.84)  0.22
H (5.16, -3.45, -3.98)  0.00
H (-1.70, 2.27, 1.86)  0.34
H (-1.71, 0.65, 2.68)  0.27
H (-3.70, 0.98, 1.00)  0.25
H (-2.36, 1.20, -0.15)  0.18
H (-2.99, -1.26, 1.02)  0.37
H (-1.45, -0.91, 0.67)  0.31
H (4.92, -4.00, -3.54)  0.00
H (2.15, 0.79, -2.37)  0.33
H (1.09, -0.40, -1.90)  0.37

ii:
Entry from the OMol25 dataset: an isolated ion of composition C6H17N2 and charge +1 (wB97M-V/def2-TZVPD).

highest occupied orbital energy: -13.193 eV
frontier orbital gap: 10.2 eV
SMILES: CCCNCC[NH2+]C
total charge: +1

Last column: natural (NBO) charge in e.
Element x y z (Å)
C (3.45, -0.51, -0.96)  -0.61
C (2.13, -1.20, -1.31)  -0.43
C (1.12, -1.26, -0.16)  -0.21
N (-0.05, -0.41, -0.31)  -0.66
C (0.07, 0.99, -0.01)  -0.24
C (-1.10, 1.50, 0.90)  -0.25
N (-2.03, 0.37, 1.17)  -0.52
C (-3.43, 0.53, 0.67)  -0.42
H (3.33, 0.52, -0.62)  0.20
H (4.00, -1.07, -0.21)  0.21
H (4.04, -0.45, -1.88)  0.23
H (1.70, -0.73, -2.21)  0.20
H (2.35, -2.19, -1.71)  0.22
H (1.63, -1.02, 0.77)  0.20
H (0.74, -2.25, -0.04)  0.21
H (-0.56, -0.60, -1.16)  0.38
H (0.98, 1.16, 0.53)  0.22
H (0.10, 1.68, -0.84)  0.21
H (-0.75, 1.88, 1.85)  0.23
H (-1.59, 2.35, 0.42)  0.23
H (-1.57, -0.47, 0.77)  0.46
H (-2.08, 0.26, 2.18)  0.43
H (-3.90, -0.44, 0.60)  0.24
H (-3.37, 0.97, -0.33)  0.23
H (-3.94, 1.30, 1.25)  0.24

iii:
Entry from the OMol25 dataset: an isolated ion of composition C6H17N2 and charge +1 (wB97M-V/def2-TZVPD).

highest occupied orbital energy: -13.287 eV
frontier orbital gap: 10.6 eV
SMILES: CCNC[C@H](C)[NH2+]C
total charge: +1

Last column: natural (NBO) charge in e.
Element x y z (Å)
C (1.04, 3.26, -0.87)  -0.64
C (0.04, 2.14, -1.24)  -0.22
N (-0.16, 1.14, -0.19)  -0.66
C (0.84, 0.10, -0.07)  -0.24
C (0.25, -1.10, 0.67)  -0.04
C (1.06, -2.36, 0.61)  -0.65
N (-1.11, -1.29, 0.03)  -0.54
C (-2.22, -1.70, 0.95)  -0.42
H (1.75, 2.90, -0.12)  0.20
H (0.61, 4.18, -0.50)  0.23
H (1.68, 3.47, -1.72)  0.23
H (0.41, 1.66, -2.14)  0.20
H (-0.93, 2.58, -1.46)  0.21
H (-0.38, 1.59, 0.69)  0.38
H (1.12, -0.21, -1.07)  0.21
H (1.76, 0.43, 0.42)  0.22
H (0.01, -0.80, 1.68)  0.21
H (0.85, -2.99, -0.24)  0.22
H (0.98, -2.96, 1.52)  0.25
H (2.14, -2.16, 0.59)  0.25
H (-1.29, -0.34, -0.35)  0.47
H (-1.01, -2.03, -0.66)  0.43
H (-3.12, -1.18, 0.67)  0.24
H (-1.91, -1.57, 1.98)  0.23
H (-2.38, -2.78, 0.83)  0.23

iv:
Entry from the OMol25 dataset: an isolated ion of composition C6H17N2 and charge +1 (wB97M-V/def2-TZVPD).

highest occupied orbital energy: -13.158 eV
frontier orbital gap: 9.8 eV
SMILES: CCCNC[C@@H](C)[NH3+]
total charge: +1

Last column: natural (NBO) charge in e.
Element x y z (Å)
C (-0.21, 2.06, -2.74)  -0.63
C (0.68, 0.83, -2.30)  -0.43
C (-0.18, -0.35, -1.77)  -0.22
N (-0.41, -0.39, -0.33)  -0.68
C (0.77, -0.39, 0.55)  -0.25
C (0.28, -0.94, 1.93)  -0.07
C (0.08, 0.21, 2.93)  -0.65
N (-0.83, -1.92, 1.74)  -0.70
H (-0.20, 2.71, -1.83)  0.21
H (0.22, 2.49, -3.66)  0.23
H (-1.24, 1.82, -3.10)  0.21
H (1.15, 0.58, -3.24)  0.23
H (1.43, 0.98, -1.51)  0.20
H (0.22, -1.28, -2.15)  0.20
H (-1.22, -0.20, -2.19)  0.21
H (-1.00, 0.44, -0.18)  0.37
H (1.40, -1.19, 0.08)  0.23
H (1.06, 0.64, 0.68)  0.23
H (1.15, -1.50, 2.41)  0.23
H (0.96, 0.84, 2.95)  0.26
H (-0.57, 1.02, 2.58)  0.23
H (-0.23, -0.04, 3.95)  0.24
H (-0.58, -2.95, 1.72)  0.45
H (-1.34, -1.62, 0.88)  0.47
H (-1.39, -1.86, 2.59)  0.44

Order from most stable to least stable according to the calculation: iii, ii, iv, i

i:
Entry from the OMol25 dataset: a 2-piece molecular cluster, C9H13NO2 overall (wB97M-V/def2-TZVPD).

highest occupied orbital energy (alpha / beta): -12.465 / -12.465 eV
spin multiplicity: 2
<S²>: 0.77
frontier orbital gap (alpha / beta): 8.4 / 4.6 eV
total charge: +1

Last column: natural (NBO) charge in e.
Element x y z (Å)
C (3.93, -0.98, 0.97)  -0.67
C (0.01, -1.37, -0.62)  0.42
C (0.30, -0.25, 0.14)  -0.12
C (0.76, -2.48, -0.57)  -0.25
C (1.59, -0.16, 0.61)  -0.23
C (2.11, -2.37, -0.06)  -0.12
C (2.49, -1.16, 0.49)  0.15
O (-0.86, -0.97, -1.54)  -0.55
H (-1.35, -1.84, -1.88)  0.52
H (-0.35, 0.54, 0.47)  0.28
H (0.24, -3.32, -0.82)  0.24
H (1.82, 0.88, 0.96)  0.26
H (2.76, -3.30, -0.24)  0.27
H (4.61, -1.13, 0.09)  0.27
H (4.41, -1.65, 1.63)  0.27
H (4.09, 0.10, 1.16)  0.25
C (-2.77, 2.18, -1.24)  -0.75
C (-2.70, 2.56, 0.24)  0.68
O (-1.89, 3.37, 0.68)  -0.58
N (-3.66, 1.93, 1.22)  -0.89
H (-2.84, 3.12, -1.91)  0.28
H (-3.20, 1.22, -1.63)  0.24
H (-3.55, 2.34, 2.13)  0.40
H (-4.22, 1.09, 1.20)  0.40
H (-1.73, 1.65, -1.47)  0.22

ii:
Entry from the OMol25 dataset: a 2-piece molecular cluster, C9H13NO2 overall (wB97M-V/def2-TZVPD).

highest occupied orbital energy (alpha / beta): -12.440 / -12.440 eV
spin multiplicity: 2
<S²>: 0.77
frontier orbital gap (alpha / beta): 8.6 / 5.0 eV
total charge: +1

Last column: natural (NBO) charge in e.
Element x y z (Å)
C (2.30, -0.93, -1.37)  -0.66
C (0.43, 2.50, 0.24)  0.45
C (0.56, 1.35, 1.06)  -0.18
C (1.05, 2.60, -1.04)  -0.21
C (1.25, 0.30, 0.55)  -0.19
C (1.80, 1.55, -1.48)  -0.18
C (1.78, 0.33, -0.77)  0.20
O (-0.23, 3.50, 0.76)  -0.55
H (-0.59, 4.17, 0.14)  0.53
H (0.18, 1.30, 2.08)  0.27
H (0.92, 3.52, -1.58)  0.25
H (1.29, -0.61, 1.14)  0.25
H (2.29, 1.65, -2.44)  0.25
H (1.56, -1.70, -1.20)  0.25
H (3.21, -1.18, -0.83)  0.27
H (2.49, -0.82, -2.44)  0.25
C (-1.87, -1.86, -0.21)  -0.72
C (-2.71, -1.57, 0.98)  0.66
O (-3.72, -0.90, 0.92)  -0.58
N (-2.32, -2.16, 2.16)  -0.83
H (-2.02, -1.15, -1.01)  0.24
H (-2.06, -2.85, -0.63)  0.25
H (-3.06, -2.17, 2.85)  0.41
H (-1.73, -2.98, 2.15)  0.39
H (-0.79, -1.88, -0.02)  0.19

Order from most stable to least stable according to the calculation: ii, i

i:
Entry from the OMol25 dataset: CH4N2OS in the gas phase (wB97M-V/def2-TZVPD).

highest occupied orbital energy: -9.241 eV
frontier orbital gap: 9.7 eV
SMILES: NC(=O)NS
total charge: 0

Last column: natural (NBO) charge in e.
Element x y z (Å)
N (-1.19, -0.11, 0.06)  -0.85
C (0.10, -0.66, -0.03)  0.79
O (0.34, -1.82, 0.01)  -0.60
N (1.08, 0.40, -0.18)  -0.83
S (2.75, 0.12, 0.08)  0.22
H (-1.18, 0.87, 0.14)  0.37
H (-1.95, -0.64, 0.36)  0.41
H (0.61, 1.33, 0.08)  0.39
H (2.98, -0.44, -1.08)  0.11

ii:
Entry from the OMol25 dataset: CH4N2OS as an isolated structure (wB97M-V/def2-TZVPD).

highest occupied orbital energy: -8.469 eV
frontier orbital gap: 9.1 eV
total charge: 0

Last column: natural (NBO) charge in e.
Element x y z (Å)
C (-1.10, 0.17, 0.03)  0.86
N (-0.75, -1.05, 0.44)  -0.86
N (0.49, 1.16, 0.15)  -0.91
O (-2.07, 0.72, -0.24)  -0.53
S (1.86, 0.27, 0.05)  0.17
H (0.20, -1.32, 0.64)  0.43
H (-1.44, -1.90, 0.51)  0.42
H (0.57, 1.89, -0.45)  0.36
H (2.25, 0.06, -1.14)  0.06

Order from most stable to least stable according to the calculation: i, ii